Record 1
C3H6AlLiO5 | ωB97M-V with the def2-TZVPD basis set

Each line ends with the Löwdin charge.
Cartesian coordinates (Å):
H  0.7394  0.6080  2.7027  0.134
C  0.4921  -0.3203  2.1450  -0.290
C  0.4298  0.0196  0.6597  -0.333
O  1.7000  0.1187  0.0588  -0.044
Al  -2.0163  -1.0703  1.5321  0.755
O  -0.7025  -0.8760  2.5725  -0.345
H  1.3508  -1.0085  2.2966  0.137
H  -0.1319  0.9681  0.5420  0.124
H  -0.1449  -0.7834  0.1583  0.049
C  -0.2827  0.2720  -2.2734  -0.826
O  -1.4929  0.3281  -1.9189  -0.172
O  0.3225  1.4611  -2.5591  0.076
H  0.3508  1.9915  -1.7545  0.102
Li  -2.6639  -0.5928  -0.8932  0.527
O  0.4035  -0.7453  -2.4661  0.008
H  1.6462  -0.3705  -0.8027  0.096

Forces on atoms 1 to 3 (eV/Å):
H -0.23 -0.50 -0.07
C 2.05 0.56 0.00
C 0.16 0.08 -0.17

F_max: 2.1 eV/A
2S+1: 1
Frontier orbital gap: 0.3085 Eh



Record 2
C3H6BN | ωB97M-V with the def2-TZVPD basis set

Each line ends with the Löwdin charge.
Cartesian coordinates (Å):
C  0.2728  -1.3592  0.6185  -0.067
B  -0.1259  -0.1046  -0.2009  -0.395
C  0.6979  1.3403  -0.2494  -0.040
C  -1.6233  -0.0237  -0.5726  -0.054
N  -2.6685  0.1982  -1.2937  0.115
H  -0.1633  -1.0681  1.5195  0.042
H  1.4300  -1.4604  0.7826  0.099
H  -0.1751  -2.4033  0.3214  0.106
H  0.2714  1.7134  -1.2291  0.071
H  1.7528  1.1820  -0.3081  0.032
H  0.3312  1.9855  0.6118  0.090

Forces on atoms 1 to 3 (eV/Å):
C 2.71 -2.54 -2.46
B 0.51 1.26 1.51
C -2.95 -1.43 -0.86

F_max: 11.6 eV/A
Energy above the lowest of the compared OMol25 structures with the same formula, charge and spin: 99.9 kJ/mol
Structure (SMILES): CB(C)C#N
2S+1: 1
Frontier orbital gap: 0.3840 Eh



Record 3
C3H6BNO2 | ωB97M-V with the def2-TZVPD basis set

Each line ends with the Löwdin charge.
Cartesian coordinates (Å):
B  1.4553  -0.0509  0.0027  -0.634
C  -0.8939  -0.0300  -0.0304  -0.527
C  1.3501  1.5284  -0.0601  0.179
C  -2.1904  -0.8931  -0.0126  -0.003
N  -0.9482  1.2312  -0.0529  0.202
O  0.2129  -0.7877  0.0730  0.112
O  2.3977  -0.9442  0.0267  0.215
H  1.7115  2.1609  0.7154  0.035
H  0.9323  2.0280  -0.9224  0.040
H  -2.9757  -0.2215  -0.2004  0.049
H  -2.1882  -1.3665  0.9409  0.061
H  -2.2411  -1.8705  -0.6197  0.112
H  3.3778  -0.7841  0.1398  0.158

Forces on atoms 1 to 3 (eV/Å):
B -2.82 1.20 0.04
C -1.11 -0.91 -0.23
C -2.07 -1.73 -0.48

F_max: 4.7 eV/A
Energy above the lowest of the compared OMol25 structures with the same formula, charge and spin: 298.8 kJ/mol
2S+1: 1
Frontier orbital gap (spin up / spin down): 0.3374 / 0.3220 Eh



Record 4
C3H6BeO4 | ωB97M-V with the def2-TZVPD basis set

Each line ends with the Löwdin charge.
Cartesian coordinates (Å):
O  0.7020  -0.0621  0.8723  -0.057
C  0.3243  -0.7099  -0.3028  -0.687
C  -0.1397  1.0969  1.0429  -0.027
O  0.4661  -2.0442  0.0063  0.075
O  -0.9260  -0.3136  -0.6339  0.067
C  -1.0643  1.0389  -0.1814  -0.058
Be  0.7676  -1.5637  1.5772  0.575
H  0.4892  1.9920  1.0600  0.156
H  -0.6750  0.9842  1.9913  0.148
H  -0.7521  1.7324  -0.9723  0.149
H  -2.1164  1.2046  0.0661  0.154
O  1.2219  -0.5632  -1.4355  0.112
H  0.9785  -2.3828  -0.8432  0.253
H  0.7239  -0.4096  -2.2471  0.142

Forces on atoms 1 to 3 (eV/Å):
O 0.60 -0.64 -0.30
C 0.29 1.04 -4.77
C -0.63 1.16 0.60

F_max: 4.9 eV/A
Energy above the lowest of the compared OMol25 structures with the same formula, charge and spin: 142.4 kJ/mol
2S+1: 2
Net charge: +1
Frontier orbital gap (spin up / spin down): 0.2937 / 0.4435 Eh
⟨S²⟩: 0.750



Record 5
C3H6Br2Si | ωB97M-V with the def2-TZVPD basis set

Each line ends with the Löwdin charge.
Cartesian coordinates (Å):
C  -1.1024  0.3989  2.1014  -0.104
C  -0.1402  -0.4483  1.7774  -0.125
C  0.4749  0.0350  -1.9902  -0.310
Si  1.3042  0.1003  -0.2228  -0.110
Br  2.9882  -1.3905  0.4308  0.164
Br  2.2693  2.0581  -0.0124  0.297
H  -1.7909  -0.0290  2.7967  0.043
H  -1.3080  1.2561  1.4975  0.038
H  0.0923  -1.3921  2.0657  -0.028
H  0.9878  0.5067  -2.9105  0.048
H  0.1186  -1.0282  -2.2144  0.032
H  -0.5270  0.6497  -1.8137  0.055

Forces on atoms 1 to 3 (eV/Å):
C 0.74 -1.83 -0.65
C 1.01 4.10 -4.43
C -1.62 0.24 0.10

F_max: 6.1 eV/A
Energy above the lowest of the compared OMol25 structures with the same formula, charge and spin: 203.1 kJ/mol
2S+1: 1
Frontier orbital gap: 0.3423 Eh



Record 6
C3H6BrF2O2P | ωB97M-V with the def2-TZVPD basis set

Each line ends with the Löwdin charge.
Cartesian coordinates (Å):
C  0.3345  2.1075  -0.1743  -0.116
C  1.5176  -1.6769  0.0226  0.011
C  -1.4434  -0.4969  0.6620  -1.046
O  -0.9131  -1.0360  -1.9993  -0.288
O  0.1820  0.9951  -1.0346  -0.309
F  -1.9878  -1.6762  0.8512  0.047
F  -0.8210  -0.2098  1.8145  0.014
P  -0.2996  -0.5107  -0.7980  0.641
Br  -2.8147  0.8060  0.3213  0.849
H  1.2589  1.9869  0.3354  0.073
H  -0.6034  2.1406  0.4828  0.042
H  0.3639  2.9953  -0.8779  0.116
H  2.2199  -1.5798  -0.7428  -0.001
H  1.6292  -1.1762  0.9179  -0.020
H  1.3769  -2.6687  0.2191  -0.013

Forces on atoms 1 to 3 (eV/Å):
C -2.03 0.86 -0.45
C -3.54 2.85 -1.94
C 0.10 0.55 0.10

F_max: 4.9 eV/A
Energy above the lowest of the compared OMol25 structures with the same formula, charge and spin: 21.5 kJ/mol
2S+1: 1
Frontier orbital gap: 0.3830 Eh



Record 7
C3H6BrI | ωB97M-V with the def2-TZVPD basis set

Each line ends with the Löwdin charge.
Cartesian coordinates (Å):
C  0.3535  1.3719  -0.1782  -0.064
C  -0.0636  -1.1863  -0.1162  -0.550
C  -0.0527  0.0333  0.5118  -0.246
Br  2.1221  -1.5012  -0.2611  0.462
I  -3.1453  -0.5193  -0.2567  0.018
H  0.1493  1.5080  -1.1514  0.044
H  -0.2470  2.1100  0.2716  0.066
H  1.3724  1.5141  0.2103  0.093
H  -0.2693  -2.0963  0.4688  0.067
H  -0.4095  -1.2862  -1.0780  -0.009
H  0.1901  0.0520  1.5791  0.119

Forces on atoms 1 to 3 (eV/Å):
C -0.15 -2.34 4.51
C 1.15 -3.67 0.92
C 0.61 3.59 -0.18

F_max: 5.1 eV/A
Energy above the lowest of the compared OMol25 structures with the same formula, charge and spin: 269.6 kJ/mol
2S+1: 1
Frontier orbital gap (spin up / spin down): 0.2134 / 0.2134 Eh



Record 8
C3H6BrN2O | ωB97M-V with the def2-TZVPD basis set

Each line ends with the Löwdin charge.
Cartesian coordinates (Å):
C  -0.2144  1.5265  0.2534  0.176
N  -0.4079  0.2530  0.1804  -0.242
C  0.5539  -0.7553  -0.1681  0.033
N  -1.7007  -0.1942  0.4114  0.052
C  -3.1152  0.7236  -0.1852  -0.815
O  -2.9900  1.8167  -0.5134  0.110
Br  -4.5569  -0.3092  0.1588  0.979
H  -0.8950  2.3602  0.3816  0.117
H  0.8772  1.7603  0.2680  0.134
H  0.9553  -1.2981  0.7770  0.159
H  1.3807  -0.1233  -0.6897  0.152
H  -0.0027  -1.3838  -0.7376  0.061
H  -1.7702  -1.1651  0.1553  0.083

Forces on atoms 1 to 3 (eV/Å):
C 3.28 -0.45 0.17
N -3.56 2.57 0.74
C 4.04 2.28 2.45

F_max: 5.2 eV/A
Energy above the lowest of the compared OMol25 structures with the same formula, charge and spin: 102.3 kJ/mol
Structure (SMILES): C=[N+](C)NC(=O)Br
2S+1: 1
Net charge: +1
Frontier orbital gap: 0.3608 Eh



Record 9
C3H6BrN2O | ωB97M-V with the def2-TZVPD basis set

Each line ends with the Löwdin charge.
Cartesian coordinates (Å):
C  -0.2356  1.6639  -0.1438  0.151
C  -2.9361  0.6614  0.1389  -0.819
C  0.7804  -0.9358  0.2852  0.244
N  -1.8409  -0.0671  -0.2076  0.024
N  -0.6020  0.4685  -0.1134  -0.045
O  -3.0412  1.8502  0.4323  0.036
Br  -4.5655  -0.3995  -0.0660  0.788
H  -0.8353  2.3312  -0.7334  0.129
H  0.7755  1.8075  0.1556  0.112
H  0.2511  -1.7547  0.6418  0.035
H  1.7315  -0.5552  0.8511  0.131
H  0.9453  -1.0173  -0.7909  0.070
H  -1.8795  -1.0512  -0.4431  0.145

Forces on atoms 1 to 3 (eV/Å):
C -0.24 0.19 -1.44
C -3.08 3.04 0.34
C 0.93 3.47 -1.71

F_max: 5.5 eV/A
Energy above the lowest of the compared OMol25 structures with the same formula, charge and spin: 163.2 kJ/mol
2S+1: 1
Net charge: +1
Frontier orbital gap: 0.3319 Eh



Record 10
C3H6BrNO2 | ωB97M-V with the def2-TZVPD basis set

Each line ends with the Löwdin charge.
Cartesian coordinates (Å):
C  0.3084  0.8168  0.1094  -0.114
C  0.2171  -0.6664  -0.2738  -0.381
C  -0.1055  -0.8398  -1.6683  -0.573
N  1.0516  1.3512  -2.9841  -0.213
O  1.5493  0.8081  -3.9629  -0.035
O  0.5855  2.4796  -2.7976  0.046
Br  1.1049  -1.6856  -2.8103  0.775
H  -0.6884  1.3855  -0.1493  0.118
H  1.0627  1.4355  -0.2799  0.038
H  0.4015  0.7171  1.1758  0.063
H  -0.6881  -1.0559  0.2451  0.128
H  0.9881  -1.0903  0.2233  0.066
H  -0.7818  -0.0168  -2.0805  0.083

Forces on atoms 1 to 3 (eV/Å):
C -3.55 0.26 0.42
C -3.24 2.06 0.01
C 0.36 1.27 -1.87

F_max: 3.8 eV/A
Energy above the lowest of the compared OMol25 structures with the same formula, charge and spin: 597.9 kJ/mol
2S+1: 1
Frontier orbital gap (spin up / spin down): 0.3669 / 0.2232 Eh



Record 11
C3H6BrNO2 | ωB97M-V with the def2-TZVPD basis set

Each line ends with the Löwdin charge.
Cartesian coordinates (Å):
C  -0.4920  0.5062  -0.5669  -0.047
C  0.7099  -0.3912  -0.0787  -0.237
C  0.4639  -0.9814  1.2454  -0.208
N  -0.3176  -2.2171  1.4492  -0.450
O  -0.6550  -2.4857  2.5601  0.091
O  -0.6133  -2.8656  0.4872  0.105
Br  2.6801  -1.7384  2.0973  0.284
H  -0.7794  1.2281  0.2306  0.092
H  -1.3657  0.0782  -0.9139  0.050
H  -0.2091  1.2163  -1.2723  0.049
H  1.5733  0.1638  -0.2827  0.097
H  0.8369  -1.1807  -0.7477  0.089
H  0.2178  -0.2479  1.9225  0.084

Forces on atoms 1 to 3 (eV/Å):
C 1.23 0.97 3.04
C -2.56 -0.32 -1.33
C 3.67 -0.62 0.05

F_max: 3.7 eV/A
Energy above the lowest of the compared OMol25 structures with the same formula, charge and spin: 441.3 kJ/mol
2S+1: 1
Frontier orbital gap: 0.3050 Eh



Record 12
C3H6BrNO2S | ωB97M-V with the def2-TZVPD basis set

Each line ends with the Löwdin charge.
Cartesian coordinates (Å):
C  -0.0286  -1.6320  0.4418  -0.103
C  -0.4952  -1.4888  -0.9899  -0.110
C  0.0040  -0.3353  -0.2252  -0.244
N  0.1379  1.9026  1.1113  -0.056
O  -0.3663  2.0526  -1.3731  -0.267
O  -2.0509  1.0190  0.0248  -0.287
S  -0.6567  1.3316  -0.1934  0.556
Br  3.4567  0.3917  0.2188  -0.013
H  -0.6982  -1.6364  1.2196  0.086
H  0.9191  -2.2464  0.5001  0.136
H  0.0394  -1.8925  -1.8038  0.097
H  -1.5933  -1.5149  -1.1927  0.132
H  0.8838  1.2501  1.3641  0.024
H  0.4485  2.7986  0.8977  0.049

Forces on atoms 1 to 3 (eV/Å):
C 2.60 -0.54 -1.53
C -2.36 0.88 0.48
C 1.06 0.85 -1.45

F_max: 3.6 eV/A
Energy above the lowest of the compared OMol25 structures with the same formula, charge and spin: 284.2 kJ/mol
2S+1: 1
Frontier orbital gap (spin up / spin down): 0.3538 / 0.1921 Eh